{
  "formula": "C5H8O",
  "method": "ωB97M-V with the def2-TZVPD basis set",
  "elements": ["C", "C", "C", "C", "O", "C", "H", "H", "H", "H", "H", "H", "H", "H"],
  "xyz": [[0.46, -0.73, 1.16], [1.31, 0.33, 0.51], [-0.10, 0.08, 0.02], [-0.41, -0.11, -1.42], [-1.64, 0.48, -1.30], [-1.29, 1.02, 0.02], [0.68, -1.77, 0.96], [0.06, -0.52, 2.15], [1.49, 1.25, 1.05], [2.11, 0.01, -0.15], [0.34, -1.07, -2.08], [0.13, -2.02, -1.69], [-1.05, 2.09, -0.06], [-2.08, 0.84, 0.75]],
  "relative_energy_kj_mol": 675.18,
  "largest_force_ev_per_a": 2.4,
  "mol_weight_g_mol": 84.12,
  "energy_ha": -270.3007
}

{
  "formula": "C5H7N",
  "method": "ωB97M-V with the def2-TZVPD basis set",
  "elements": ["N", "C", "C", "C", "C", "C", "H", "H", "H", "H", "H", "H", "H"],
  "xyz": [[2.43, -0.12, 1.62], [1.77, -0.21, 0.67], [0.93, -0.29, -0.53], [-0.52, -0.78, -0.17], [-1.35, 0.37, 0.40], [0.63, 0.99, -1.25], [1.36, -1.02, -1.23], [-0.97, -1.17, -1.08], [-0.43, -1.60, 0.55], [-2.39, 0.07, 0.57], [-0.94, 0.74, 1.34], [0.86, 1.82, -0.55], [-1.39, 1.20, -0.32]],
  "relative_energy_kj_mol": 423.24,
  "largest_force_ev_per_a": 1.1,
  "mol_weight_g_mol": 81.12,
  "energy_ha": -249.3120
}

{
  "formula": "C6H12O",
  "method": "ωB97M-V with the def2-TZVPD basis set",
  "elements": ["C", "O", "C", "C", "C", "C", "C", "H", "H", "H", "H", "H", "H", "H", "H", "H", "H", "H", "H"],
  "xyz": [[-2.28, -1.33, -0.96], [-1.10, -0.52, -1.16], [0.03, -1.16, -1.08], [1.12, -0.12, -1.15], [1.72, 0.02, 0.26], [0.69, 0.26, 1.37], [-0.07, 1.58, 1.23], [-2.25, -1.74, 0.05], [-2.30, -2.13, -1.70], [-3.13, -0.66, -1.08], [-0.02, -0.58, 1.38], [1.91, -0.47, -1.82], [0.75, 0.85, -1.52], [2.44, 0.85, 0.25], [2.29, -0.89, 0.50], [1.20, 0.23, 2.34], [0.62, 2.43, 1.30], [-0.58, 1.64, 0.26], [-0.82, 1.70, 2.01]],
  "relative_energy_kj_mol": 289.74,
  "largest_force_ev_per_a": 0.6,
  "mol_weight_g_mol": 100.16,
  "energy_ha": -310.9489
}

{
  "formula": "C9H13O5",
  "method": "ωB97M-V with the def2-TZVPD basis set",
  "elements": ["O", "O", "H", "O", "C", "C", "C", "O", "C", "C", "C", "O", "C", "C", "C", "H", "H", "H", "H", "H", "H", "H", "H", "H", "H", "H", "H"],
  "xyz": [[-2.15, -6.20, -3.83], [-3.46, -5.73, -3.70], [-1.74, -6.25, -2.93], [-2.43, -3.55, -0.55], [-1.44, -3.19, -1.19], [-0.15, -2.60, -0.68], [0.29, -1.27, -1.34], [0.90, -2.53, -1.68], [1.02, -0.30, -0.51], [0.37, 0.74, 0.10], [1.16, 1.57, 1.01], [2.36, 1.40, 1.19], [0.37, 2.66, 1.68], [0.20, 3.82, 0.74], [1.11, 3.13, 2.90], [-1.44, -3.09, -2.32], [0.15, -2.68, 0.39], [-0.31, -0.77, -2.10], [2.06, -0.50, -0.22], [-0.72, 0.90, -0.01], [-0.62, 2.28, 1.95], [-0.30, 3.57, -0.19], [-0.34, 4.65, 1.20], [1.18, 4.21, 0.45], [1.24, 2.32, 3.61], [2.10, 3.47, 2.62], [0.59, 3.95, 3.41]],
  "relative_energy_kj_mol": 216.01,
  "largest_force_ev_per_a": 5.3,
  "mol_weight_g_mol": 201.20,
  "multiplicity": 4,
  "energy_ha": -726.5804
}

{
  "formula": "C24H30N2O2",
  "method": "ωB97M-V with the def2-TZVPD basis set",
  "elements": ["C", "O", "C", "C", "C", "C", "C", "C", "C", "C", "C", "C", "C", "C", "C", "C", "C", "O", "C", "C", "C", "N", "N", "C", "C", "C", "C", "C", "H", "H", "H", "H", "H", "H", "H", "H", "H", "H", "H", "H", "H", "H", "H", "H", "H", "H", "H", "H", "H", "H", "H", "H", "H", "H", "H", "H", "H", "H"],
  "xyz": [[0.33, -0.46, -6.02], [-0.28, 0.10, -4.88], [-0.04, -0.47, -3.67], [0.69, -1.63, -3.47], [0.86, -2.14, -2.20], [0.30, -1.51, -1.09], [0.50, -2.11, 0.21], [-0.17, -1.93, 1.36], [-1.37, -1.09, 1.67], [-1.93, -1.70, 2.97], [-0.72, -2.27, 3.70], [-0.01, -1.23, 4.58], [1.24, -1.81, 5.28], [0.86, -1.95, 6.75], [-0.05, -0.75, 6.98], [-0.92, -0.74, 5.73], [0.21, -2.69, 2.57], [1.11, -3.49, 2.65], [-0.41, -0.33, -1.30], [-0.59, 0.19, -2.56], [-1.32, 1.50, -2.76], [-0.40, 2.53, -3.17], [0.64, 2.82, -2.38], [1.33, 3.76, -3.00], [2.56, 4.34, -2.41], [0.72, 4.08, -4.23], [-0.39, 3.27, -4.30], [-1.44, 3.16, -5.35], [1.42, -0.48, -5.93], [-0.04, -1.48, -6.21], [0.05, 0.18, -6.86], [1.13, -2.15, -4.31], [1.43, -3.05, -2.07], [1.30, -2.84, 0.26], [-1.07, -0.05, 1.85], [-2.11, -1.10, 0.87], [-2.62, -2.51, 2.72], [-2.48, -0.97, 3.56], [-0.97, -3.14, 4.32], [0.28, -0.39, 3.95], [2.08, -1.11, 5.18], [1.54, -2.76, 4.83], [0.31, -2.88, 6.91], [1.73, -1.96, 7.40], [0.55, 0.16, 7.04], [-0.63, -0.83, 7.90], [-1.33, 0.25, 5.53], [-1.75, -1.43, 5.86], [-0.80, 0.22, -0.46], [-1.80, 1.80, -1.83], [-2.08, 1.39, -3.54], [2.44, 5.41, -2.25], [2.78, 3.86, -1.47], [3.41, 4.20, -3.09], [1.04, 4.80, -4.95], [-2.41, 3.47, -4.97], [-1.18, 3.81, -6.19], [-1.52, 2.14, -5.72]],
  "relative_energy_kj_mol": 71.84,
  "largest_force_ev_per_a": 0.9,
  "mol_weight_g_mol": 378.52,
  "smiles": "COc1ccc(/C=C2\\CC[C@H](C3CCCC3)C2=O)cc1Cn1nc(C)cc1C",
  "energy_ha": -1192.5142
}

{
  "formula": "C20H17NO2",
  "method": "ωB97M-V with the def2-TZVPD basis set",
  "elements": ["C", "C", "C", "C", "C", "C", "C", "C", "C", "C", "C", "C", "C", "O", "C", "C", "C", "C", "C", "C", "N", "C", "O", "H", "H", "H", "H", "H", "H", "H", "H", "H", "H", "H", "H", "H", "H", "H", "H", "H"],
  "xyz": [[5.61, -3.39, 2.90], [4.89, -2.37, 2.45], [3.97, -1.55, 3.30], [2.56, -1.69, 2.80], [1.70, -2.63, 3.36], [0.41, -2.78, 2.89], [-0.04, -1.99, 1.84], [0.80, -1.04, 1.24], [0.34, -0.25, 0.12], [-0.93, 0.10, -0.11], [-1.41, 0.87, -1.24], [-0.66, 1.21, -2.33], [-1.18, 1.99, -3.43], [-0.50, 2.30, -4.40], [-2.59, 2.38, -3.29], [-3.23, 3.13, -4.28], [-4.55, 3.49, -4.16], [-5.27, 3.11, -3.03], [-4.67, 2.37, -2.03], [-3.32, 2.00, -2.15], [-2.72, 1.26, -1.17], [2.11, -0.90, 1.74], [2.97, 0.02, 1.25], [6.25, -3.96, 2.25], [5.59, -3.68, 3.93], [4.92, -2.10, 1.40], [4.27, -0.50, 3.22], [4.04, -1.86, 4.34], [2.05, -3.24, 4.18], [-0.25, -3.51, 3.33], [-1.03, -2.13, 1.45], [1.10, 0.07, -0.59], [-1.69, -0.17, 0.61], [0.37, 0.90, -2.41], [-2.64, 3.41, -5.15], [-5.03, 4.07, -4.93], [-6.30, 3.40, -2.93], [-5.22, 2.08, -1.16], [-3.26, 1.01, -0.36], [2.55, 0.55, 0.56]],
  "relative_energy_kj_mol": 29.67,
  "largest_force_ev_per_a": 0.9,
  "mol_weight_g_mol": 303.36,
  "smiles": "C=CCc1cccc(/C=C/c2cc(=O)c3ccccc3[nH]2)c1O",
  "energy_ha": -977.5556
}

{
  "formula": "C4H6N7",
  "method": "ωB97M-V with the def2-TZVPD basis set",
  "elements": ["C", "C", "N", "N", "N", "C", "N", "N", "N", "N", "C", "H", "H", "H", "H", "H", "H"],
  "xyz": [[2.28, 1.13, 1.61], [1.77, -0.17, 1.58], [0.70, -0.59, 0.87], [0.13, 0.36, 0.06], [-0.78, -0.07, -0.80], [-1.41, -1.38, -0.78], [-2.48, -1.19, -1.75], [-2.53, 0.16, -2.03], [-1.61, 0.82, -1.57], [0.66, 1.51, -0.10], [1.68, 1.93, 0.60], [3.10, 1.30, 2.21], [2.11, -1.07, 2.07], [-1.74, -1.61, 0.40], [-0.57, -2.22, -0.96], [-3.31, -1.73, -1.66], [1.99, 2.83, 0.25]],
  "charge": 1,
  "relative_energy_kj_mol": 156.40,
  "largest_force_ev_per_a": 5.1,
  "mol_weight_g_mol": 152.14,
  "smiles": "c1cn[n+](N2CNN=N2)nc1",
  "energy_ha": -538.8453
}

{
  "formula": "C4H4N2",
  "method": "ωB97M-V with the def2-TZVPD basis set",
  "elements": ["H", "N", "C", "C", "C", "C", "N", "H", "H", "H"],
  "xyz": [[-0.58, -2.71, 0.70], [-0.98, -1.81, 0.28], [-0.34, -0.82, 0.02], [0.87, -0.28, 0.31], [0.83, 1.03, -0.17], [-0.52, 1.28, -0.53], [-1.25, 0.29, -0.43], [1.58, -0.80, 0.56], [1.68, 1.63, 0.03], [-1.29, 2.19, -0.77]],
  "relative_energy_kj_mol": 345.52,
  "largest_force_ev_per_a": 9.0,
  "mol_weight_g_mol": 80.09,
  "smiles": "[H]/N=C1\\C=CC=N1",
  "energy_ha": -264.1948
}